# 1
Here is C39H29FeN5O2PS2 as an isolated structure at a distorted geometry from the OMol25 dataset. Energies are from ωB97M-V/def2-TZVPD.

## Properties
energy above the lowest of the compared OMol25 structures with the same formula, charge and spin: 56.1 kcal/mol
frontier orbital gap (alpha / beta): 0.242 / 0.232 hartree
2S+1: 2
DFT total energy: -4329.2273 Ha
⟨S²⟩: 0.7923
molecular weight: 750.65 Da
HOMO level (alpha / beta): -0.26819 / -0.27771 Eh

Element x y z (Å)
Fe  -0.15  -0.92  1.04
N  4.45  -1.19  0.31
C  3.28  -1.17  1.00
S  2.83  -2.43  1.97
N  2.61  0.04  0.97
N  1.42  0.08  1.73
C  1.33  0.92  2.65
C  -0.02  1.21  3.12
C  -0.26  2.03  4.20
C  -1.57  2.26  4.59
C  -2.59  1.65  3.88
C  -2.25  0.84  2.80
N  -1.00  0.64  2.42
H  4.84  -2.11  0.18
H  4.68  -0.48  -0.35
H  2.22  1.39  3.07
H  0.57  2.48  4.73
H  -1.80  2.89  5.44
H  -3.63  1.79  4.15
H  -3.02  0.33  2.22
O  0.90  -3.24  -2.25
C  0.93  -2.06  -1.94
O  1.13  -1.57  -0.76
C  0.72  -0.99  -2.98
C  0.76  -1.29  -4.33
C  0.55  -0.29  -5.26
C  0.27  1.00  -4.84
C  0.21  1.30  -3.48
C  0.46  0.31  -2.53
P  0.44  0.60  -0.71
C  -0.37  2.28  -0.69
C  -1.71  2.21  -0.30
C  -2.52  3.33  -0.30
C  -2.00  4.56  -0.68
C  -0.67  4.65  -1.06
C  0.14  3.52  -1.08
C  2.38  0.95  -0.24
C  3.19  0.61  -1.43
C  4.05  1.50  -2.01
C  4.26  2.78  -1.46
C  3.50  3.18  -0.35
C  2.58  2.35  0.22
H  0.96  -2.31  -4.62
H  0.60  -0.51  -6.32
H  0.09  1.79  -5.56
H  -0.03  2.31  -3.18
H  -2.11  1.25  0.01
H  -3.57  3.25  -0.02
H  -2.63  5.44  -0.70
H  -0.25  5.61  -1.35
H  1.16  3.61  -1.42
H  3.03  -0.36  -1.88
H  4.59  1.20  -2.90
H  4.99  3.45  -1.90
H  3.63  4.18  0.06
H  1.99  2.70  1.05
S  -2.68  -4.49  0.39
C  -2.81  -3.63  -1.11
C  -3.34  -4.06  -2.32
C  -3.34  -3.17  -3.38
C  -2.83  -1.88  -3.23
C  -2.30  -1.46  -2.03
C  -2.26  -2.35  -0.96
N  -1.75  -2.09  0.30
C  -1.91  -3.11  1.10
C  -1.40  -3.07  2.46
C  -1.77  -3.99  3.44
C  -1.21  -3.89  4.70
C  -0.30  -2.87  4.96
C  0.06  -1.96  3.97
C  -0.49  -2.03  2.68
H  -3.74  -5.06  -2.43
H  -3.74  -3.48  -4.34
H  -2.85  -1.19  -4.07
H  -1.91  -0.46  -1.91
H  -2.48  -4.78  3.22
H  -1.47  -4.60  5.48
H  0.16  -2.79  5.94
H  0.79  -1.19  4.21

These are the Löwdin partial charges, in e, on atoms 1 to 8: Fe 0.394; N 0.109; C -0.868; S 0.713; N -0.067; N -0.077; C -0.060; C -0.245

=====

# 2
Here is C3HCl2NS in the gas phase at a distorted geometry from the OMol25 dataset. Energies are from ωB97M-V/def2-TZVPD.

## Properties
energy above the lowest of the compared OMol25 structures with the same formula, charge and spin: 10.3 kcal/mol
frontier orbital gap: 0.311 hartree
structure (SMILES): N#C[C@@H](Cl)C(=S)Cl
DFT total energy: -1488.1787 Ha
molecular weight: 154.02 Da
HOMO level: -0.37008 Eh

Element x y z (Å)
C  0.99  -0.85  -0.80
C  -0.17  0.64  0.89
C  -0.42  0.12  -0.47
N  1.87  -1.52  -1.03
S  0.35  2.15  1.13
Cl  -0.40  -0.49  2.16
Cl  -1.81  -0.95  -0.64
H  -0.42  0.89  -1.24

Here is what Löwdin gives for the atomic charges, in e: C -0.192; C -1.320; C -0.749; N 0.124; S 0.754; Cl 0.665; Cl 0.639; H 0.079

=====

# 3
Here is C27H38BN14NiO3PS2 as an isolated structure from the OMol25 dataset. Energies are from ωB97M-V/def2-TZVPD.

## Properties
energy above the lowest of the compared OMol25 structures with the same formula, charge and spin: 0.0 kcal/mol
frontier orbital gap (alpha / beta): 0.304 / 0.197 hartree
2S+1: 2
DFT total energy: -4714.8341 Ha
net charge: +1
⟨S²⟩: 0.7770
molecular weight: 771.31 Da
HOMO level (alpha / beta): -0.38840 / -0.38872 Eh

Element x y z (Å)
Ni  0.28  -0.89  0.79
C  4.38  -1.00  1.31
C  3.09  -0.81  1.79
N  2.19  -1.14  0.86
N  2.90  -1.54  -0.23
C  4.21  -1.46  0.02
B  2.11  -1.95  -1.51
N  1.38  -0.70  -2.03
C  1.50  -0.01  -3.19
C  0.67  1.09  -3.11
C  0.09  1.00  -1.84
N  0.54  -0.06  -1.19
N  1.09  -3.01  -1.00
C  1.01  -4.32  -1.32
C  0.01  -4.89  -0.56
C  -0.47  -3.84  0.23
N  0.18  -2.72  -0.05
N  2.93  -2.56  -2.62
C  2.43  -2.96  -3.82
C  3.43  -3.57  -4.52
C  4.54  -3.51  -3.65
N  4.23  -2.91  -2.51
H  5.30  -0.83  1.83
H  2.80  -0.47  2.76
H  4.91  -1.76  -0.73
H  2.15  -0.35  -3.97
H  0.51  1.84  -3.87
H  -0.61  1.66  -1.36
H  1.67  -4.75  -2.05
H  -0.31  -5.92  -0.56
H  -1.24  -3.86  0.97
H  1.39  -2.78  -4.09
H  3.39  -4.00  -5.51
H  5.54  -3.87  -3.80
C  -3.82  0.74  3.68
N  -2.92  0.71  2.53
C  -2.70  2.04  1.96
P  -2.90  -0.51  1.42
O  -1.57  -0.53  0.69
N  -3.34  -1.84  2.29
C  -2.37  -2.25  3.32
C  -3.88  -2.97  1.50
N  -4.04  -0.33  0.26
C  -3.73  0.02  -1.12
C  -5.42  -0.08  0.67
H  -3.30  1.19  4.54
H  -4.14  -0.26  3.95
H  -4.70  1.34  3.47
H  -2.26  2.71  2.70
H  -3.65  2.49  1.63
H  -2.03  2.00  1.11
H  -2.24  -1.45  4.05
H  -1.38  -2.50  2.91
H  -2.75  -3.12  3.84
H  -4.84  -2.70  1.08
H  -4.03  -3.81  2.17
H  -3.22  -3.28  0.68
H  -2.67  -0.11  -1.31
H  -4.01  1.06  -1.33
H  -4.29  -0.63  -1.80
H  -5.58  -0.38  1.70
H  -6.10  -0.65  0.04
H  -5.68  0.98  0.57
N  2.88  4.92  -4.27
C  2.42  4.69  -3.01
C  3.30  4.32  -1.98
C  2.84  4.08  -0.71
C  1.47  4.18  -0.45
C  0.58  4.56  -1.45
C  1.05  4.81  -2.72
S  0.90  3.93  1.15
O  -0.42  4.48  1.30
O  1.92  4.23  2.11
N  0.67  2.26  1.18
C  0.63  1.65  2.31
S  0.85  2.34  3.93
C  0.59  0.83  4.61
C  0.41  -0.14  3.63
N  0.43  0.28  2.38
H  3.86  4.96  -4.45
H  2.27  5.32  -4.96
H  4.36  4.24  -2.20
H  3.53  3.81  0.08
H  -0.47  4.67  -1.22
H  0.36  5.11  -3.50
H  0.61  0.67  5.68
H  0.28  -1.20  3.84

These are the Löwdin partial charges, in e, on atoms 1 to 8: Ni 0.499; C -0.029; C -0.108; N 0.000; N 0.060; C -0.039; B -0.630; N 0.023

=====

# 4
Here is C22H28N2O5S2 in the gas phase at a distorted geometry from the OMol25 dataset. Energies are from ωB97M-V/def2-TZVPD.

## Properties
energy above the lowest of the compared OMol25 structures with the same formula, charge and spin: 0.0 kcal/mol
frontier orbital gap: 0.328 hartree
structure (SMILES): CCOc1ccc(N(CC(=O)NC[C@@H]2CCCO2)S(=O)(=O)c2ccc(SC)cc2)cc1
DFT total energy: -2137.2130 Ha
molecular weight: 464.61 Da
HOMO level: -0.30711 Eh

Element x y z (Å)
C  3.06  -1.41  4.05
C  2.19  -0.25  4.52
O  0.83  -0.41  4.17
C  0.44  -0.24  2.88
C  -0.89  -0.59  2.60
C  -1.41  -0.44  1.33
C  -0.61  0.06  0.30
C  0.70  0.42  0.58
C  1.22  0.27  1.85
H  2.25  0.57  2.02
H  1.34  0.82  -0.20
N  -1.19  0.19  -0.98
S  -1.54  -1.27  -1.74
O  -2.10  -0.95  -3.02
O  -2.30  -2.09  -0.85
C  0.10  -1.96  -1.95
C  0.79  -1.74  -3.12
C  2.10  -2.16  -3.24
C  2.72  -2.78  -2.16
C  2.01  -3.00  -0.97
C  0.70  -2.58  -0.87
H  0.13  -2.74  0.03
H  2.51  -3.49  -0.15
S  4.39  -3.34  -2.17
C  4.97  -2.98  -3.85
H  5.99  -3.35  -3.89
H  4.36  -3.52  -4.58
H  4.96  -1.91  -4.03
H  2.63  -1.99  -4.16
H  0.28  -1.26  -3.94
C  -0.65  1.19  -1.88
H  -1.32  1.24  -2.73
C  -0.57  2.56  -1.21
O  0.33  3.34  -1.42
N  -1.61  2.81  -0.39
H  -2.27  2.08  -0.18
C  -1.65  3.95  0.50
H  -1.46  4.86  -0.08
H  -0.87  3.86  1.26
C  -3.04  4.00  1.16
C  -3.06  4.93  2.37
H  -2.43  5.81  2.23
H  -4.08  5.25  2.57
C  -2.56  4.02  3.50
H  -3.05  4.23  4.44
H  -1.48  4.14  3.64
C  -2.88  2.60  2.99
H  -3.66  2.11  3.59
H  -1.99  1.96  2.99
O  -3.39  2.73  1.67
H  -3.79  4.25  0.41
H  0.36  0.94  -2.25
H  -2.43  -0.71  1.12
H  -1.49  -0.98  3.40
H  2.18  -0.22  5.61
H  2.57  0.71  4.15
H  2.68  -2.34  4.45
H  3.06  -1.48  2.96
H  4.08  -1.26  4.39

These are the Löwdin partial charges, in e, on atoms 1 to 8: C -0.062; C -0.247; O -0.051; C -0.269; C 0.004; C -0.020; C -0.300; C -0.001

=====

# 5
Here is C6H8O6Tb as an isolated structure at a distorted geometry from the OMol25 dataset. Energies are from ωB97M-V/def2-TZVPD.

## Properties
frontier orbital gap (alpha / beta): 0.310 / 0.186 hartree
2S+1: 8
DFT total energy: -1508.6103 Ha
net charge: +2
⟨S²⟩: 16.7759
molecular weight: 335.05 Da
HOMO level (alpha / beta): -0.67636 / -0.57797 Eh

Element x y z (Å)
O  2.07  -0.31  -0.28
Tb  2.20  2.08  -0.32
O  3.88  0.86  -0.06
C  3.45  -0.34  -0.02
O  4.02  -1.39  0.19
C  1.31  -1.52  -0.33
C  0.03  -1.29  -1.07
H  1.93  -2.28  -0.83
H  1.13  -1.87  0.69
H  0.18  -0.80  -2.04
H  -0.47  -2.24  -1.29
O  -2.27  1.81  -0.40
C  -1.20  2.08  0.32
C  -2.72  0.53  0.00
O  -0.15  2.51  -0.16
O  -1.23  1.43  1.45
C  -2.40  0.57  1.47
H  -1.06  -0.62  -0.57
H  -2.12  -0.40  1.90
H  -3.17  1.02  2.11
H  -3.42  0.19  -0.77

These are the Löwdin partial charges, in e, on atoms 1 to 8: O -0.212; Tb 2.341; O -0.160; C -0.689; O 0.233; C -0.184; C -0.042; H 0.157

=====

# 6
Here is C3HClO2 in the gas phase at a distorted geometry from the OMol25 dataset. Energies are from ωB97M-V/def2-TZVPD.

## Properties
energy above the lowest of the compared OMol25 structures with the same formula, charge and spin: 14.1 kcal/mol
frontier orbital gap: 0.393 hartree
structure (SMILES): C#COC(=O)Cl
DFT total energy: -725.4984 Ha
molecular weight: 104.49 Da
HOMO level: -0.37350 Eh

Element x y z (Å)
C  1.97  0.19  0.03
C  0.82  0.49  -0.10
C  -1.37  -0.33  -0.01
O  -1.06  -1.46  -0.06
O  -0.44  0.79  -0.17
Cl  -2.93  0.33  0.19
H  3.00  -0.02  0.11

Here is what Löwdin gives for the atomic charges, in e: C 0.149; C -0.237; C -0.846; O 0.128; O -0.021; Cl 0.802; H 0.024